Entry 1:
One molecule with the formula C5H16N3. Source: the OMol25 dataset; level of theory: ωB97M-V/def2-TZVPD.

- HOMO level (alpha / beta): -3.296 / -8.962 eV
- ΔE to the lowest compared entry with this formula, charge and spin: 34.2 kcal/mol
- Frontier orbital gap (alpha / beta): 0.1526 / 0.3553 hartree

Structure (ORCA input):
```
! wB97M-V def2-TZVPD RIJCOSX def2/J DEFGRID3
* xyz 0 2
N 1.1294 0.3089 -2.3209
C -0.2849 -0.0234 -1.9931
C -1.0599 1.2611 -1.8064
C -0.3054 -0.9226 -0.7377
N 0.8059 -0.6914 0.1757
C 0.5177 0.1237 1.3618
C 0.1297 -0.7100 2.5676
N -0.5054 0.0206 3.6522
H 1.6834 -0.5653 -2.5689
H 1.6073 0.7110 -1.4956
H 1.1525 0.8424 -3.2316
H -0.6291 -0.6125 -2.8342
H -0.5393 1.9653 -1.1482
H -2.0604 1.0787 -1.4261
H -1.2164 1.8234 -2.7371
H -1.2559 -0.8214 -0.2003
H -0.3044 -1.9600 -1.0692
H 1.2790 -1.5533 0.4020
H -0.2691 0.8410 1.1428
H 1.4049 0.7239 1.5656
H 1.0371 -1.2003 2.9346
H -0.5651 -1.4952 2.2699
H -1.4936 -0.1349 3.7322
H -0.2579 0.9902 3.7650
*
```

***

Entry 2:
A 7-piece molecular cluster, C15H16Cl24N2O2PS2 overall. Source: the OMol25 dataset; level of theory: ωB97M-V/def2-TZVPD.

- HOMO level: -4.676 eV
- Frontier orbital gap: 0.2293 hartree

Structure (ORCA input):
```
! wB97M-V def2-TZVPD RIJCOSX def2/J DEFGRID3
* xyz -1 1
S 2.5319 3.1176 0.6250
C 1.2598 2.6816 -0.2887
S -0.3180 3.3531 0.0880
C -0.9854 4.0549 -1.4667
C -2.4742 3.7621 -1.7095
C -2.8009 2.4358 -2.4118
P -2.2900 0.8795 -1.4433
O -3.9290 0.2789 -1.1166
C -3.8903 -0.2294 0.1838
C -2.4216 -0.5562 0.6083
O -1.7046 -0.5600 -0.6034
N 1.4949 1.7669 -1.3452
C 1.5228 2.0852 -2.6888
C 1.8211 0.9432 -3.3555
N 1.9717 -0.0968 -2.4623
C 1.7656 0.4372 -1.2981
H -0.8907 5.1362 -1.3513
H -0.3590 3.7842 -2.3078
H -2.8369 4.5948 -2.3228
H -3.0382 3.7777 -0.7738
H -3.8832 2.4266 -2.5852
H -2.3505 2.3694 -3.4080
H -2.4330 1.5799 -0.1872
H -0.9140 1.2552 -1.6691
H -2.3541 0.1700 -2.7018
H -4.3978 0.3658 0.9576
H -4.4064 -1.2015 0.2144
H -2.3406 -1.5477 1.0619
H -1.9746 0.1224 1.3505
H 1.3396 3.0432 -3.1297
H 1.9528 0.8234 -4.4148
H 1.8166 -0.1462 -0.3911
C 3.6993 -1.8356 2.3621
Cl 5.2283 -1.0388 1.9214
Cl 3.7994 -3.5776 2.1089
Cl 3.3599 -1.5065 4.0622
Cl 2.4187 -1.1836 1.3180
C -0.9746 -1.7584 4.3774
Cl 0.1502 -1.6128 3.0283
Cl -0.3670 -2.9582 5.5312
Cl -1.1308 -0.1931 5.1822
Cl -2.5546 -2.2850 3.7794
C 8.3758 -4.2903 3.1360
Cl 8.9853 -5.3923 1.8926
Cl 7.6633 -5.2305 4.4539
Cl 9.7149 -3.3202 3.7657
Cl 7.1499 -3.2286 2.4430
C -7.5518 -0.5338 2.7721
Cl -7.3611 0.7656 1.5977
Cl -8.8686 -1.6021 2.2641
Cl -6.0532 -1.4554 2.8759
Cl -7.9349 0.1523 4.3599
C -1.3825 -5.5051 0.4245
Cl -0.4685 -4.7419 -0.8730
Cl -0.3598 -6.6922 1.2562
Cl -1.9018 -4.2721 1.5733
Cl -2.8002 -6.3246 -0.2482
C 4.9350 3.7422 -5.0005
Cl 4.6855 3.0115 -6.5921
Cl 6.5857 3.4034 -4.4540
Cl 4.7088 5.4964 -5.1218
Cl 3.7657 3.0601 -3.8538
*
```

***

Entry 3:
A 2-piece molecular cluster, C32H29Br2N4 overall. Source: the OMol25 dataset; level of theory: ωB97M-V/def2-TZVPD.

- HOMO level: -10.730 eV
- ΔE to the lowest compared entry with this formula, charge and spin: 5.6 kcal/mol
- Frontier orbital gap: 0.1960 hartree

Structure (ORCA input):
```
! wB97M-V def2-TZVPD RIJCOSX def2/J DEFGRID3
* xyz 1 1
C -1.7492 5.5062 -1.5619
N -0.6513 5.2923 -0.5950
C -0.7421 6.0974 0.5886
C -1.8015 5.9399 1.4964
C -1.8437 6.7053 2.6646
C -0.8486 7.6559 2.9199
C 0.1926 7.8387 2.0016
C 0.2448 7.0679 0.8398
C -0.2052 3.9467 -0.4830
C 1.1018 3.5615 -0.8678
C 1.4995 2.2394 -0.7782
C 0.6295 1.2028 -0.2910
C 1.1180 -0.1349 -0.2266
C 0.5121 -1.3146 0.2962
C 1.2652 -2.5397 0.3239
C 0.7403 -3.7240 0.8128
C -0.5855 -3.7749 1.3070
N -1.1593 -4.9775 1.8048
C -2.2892 -5.4892 1.0004
C -1.2941 -5.1466 3.2224
C -2.3221 -4.5136 3.9376
C -2.4049 -4.6669 5.3245
C -1.4877 -5.4825 5.9976
C -0.4827 -6.1448 5.2813
C -0.3862 -5.9807 3.9000
C -1.3475 -2.5989 1.2821
C -0.8156 -1.4122 0.8110
C -0.6790 1.6373 0.0808
C -1.0834 2.9565 -0.0237
H -1.6917 4.7454 -2.3491
H -2.7368 5.4565 -1.0779
H -1.6333 6.4999 -2.0114
H -2.5761 5.1984 1.2870
H -2.6580 6.5536 3.3749
H -0.8861 8.2551 3.8310
H 0.9694 8.5815 2.1884
H 1.0408 7.1877 0.1030
H 1.7743 4.3364 -1.2435
H 2.5072 1.9513 -1.0840
H 2.1284 -0.2723 -0.6185
H 2.2870 -2.5134 -0.0596
H 1.3285 -4.6448 0.8275
H -2.7700 -6.3148 1.5360
H -3.0328 -4.7043 0.7921
H -1.9005 -5.8567 0.0420
H -3.0356 -3.8853 3.4000
H -3.1883 -4.1443 5.8761
H -1.5569 -5.6041 7.0798
H 0.2312 -6.7893 5.7965
H 0.3794 -6.4852 3.3082
H -2.3734 -2.6213 1.6606
H -1.4647 -0.5518 0.8441
H -1.4149 0.9408 0.4512
H -2.0976 3.2403 0.2713
Br 0.8349 -0.1474 -7.4775
C 2.0119 -0.7640 -6.0766
C 3.1707 -1.5261 -6.4108
N 3.4420 -1.8413 -7.6857
C 4.0272 -1.9573 -5.3545
Br 5.6154 -2.9768 -5.7648
C 3.6654 -1.6546 -4.0410
N 2.5574 -0.9596 -3.7647
C 1.7449 -0.5165 -4.7285
H 4.2283 -2.4324 -7.9155
H 2.8034 -1.5909 -8.4270
H 4.2859 -1.9863 -3.2086
H 0.8579 0.0466 -4.4366
*
```

***

Entry 4:
C34H57AlBN12O3P2S3 as an isolated structure. Source: the OMol25 dataset; level of theory: ωB97M-V/def2-TZVPD.

- HOMO level: -9.531 eV
- ΔE to the lowest compared entry with this formula, charge and spin: 4.0 kcal/mol
- Frontier orbital gap: 0.2906 hartree

Structure (ORCA input):
```
! wB97M-V def2-TZVPD RIJCOSX def2/J DEFGRID3
* xyz 1 1
Al -0.7593 -0.2316 -0.6416
C -1.7629 -1.9216 3.7821
C -2.4434 -0.9870 2.7771
C -1.6647 0.2950 2.6196
C -2.6945 -1.6630 1.4649
C -3.5041 -2.7864 1.2963
C -3.5199 -3.0326 -0.0541
N -2.7685 -2.1113 -0.6596
N -2.2476 -1.2477 0.2625
B -2.6855 -1.7832 -2.1476
N -1.2641 -1.9461 -2.7064
C -0.8903 -2.7162 -3.7241
C 0.3797 -2.3453 -4.1110
C 0.7407 -1.3098 -3.2543
N -0.2722 -1.0565 -2.4060
C 2.0165 -0.5165 -3.3040
C 2.9361 -0.8540 -2.1310
C 2.7452 -0.7350 -4.6282
N -3.0283 -0.3034 -2.3022
C -4.0339 0.1517 -3.0391
C -3.9770 1.5123 -3.0541
C -2.8690 1.8610 -2.2811
N -2.2697 0.7321 -1.7870
C -2.5466 3.3283 -2.1964
C -3.6140 4.0439 -1.3616
C -1.1394 3.6779 -1.7858
H -1.8568 -1.5148 4.7893
H -2.1971 -2.9205 3.7770
H -0.6999 -2.0150 3.5491
H -3.4393 -0.7429 3.1613
H -0.7115 0.0716 2.1427
H -2.2005 1.0357 2.0292
H -1.4521 0.7321 3.5947
H -4.0156 -3.3358 2.0665
H -4.0273 -3.7912 -0.6256
H -3.4431 -2.4647 -2.7670
H -1.5551 -3.4646 -4.1210
H 0.9595 -2.7631 -4.9134
H 1.7334 0.5397 -3.2502
H 3.1278 -1.9277 -2.0955
H 3.8904 -0.3348 -2.2385
H 2.4823 -0.5837 -1.1802
H 3.1164 -1.7585 -4.6999
H 2.0994 -0.5393 -5.4841
H 3.6038 -0.0674 -4.6915
H -4.7105 -0.5311 -3.5239
H -4.6296 2.1948 -3.5687
H -2.6771 3.6751 -3.2265
H -3.5539 3.7529 -0.3216
H -3.4713 5.1238 -1.4309
H -4.6126 3.8159 -1.7345
H -0.9764 3.4290 -0.7476
H -0.4255 3.1462 -2.4085
H -0.9716 4.7494 -1.9093
C -1.3867 3.6447 4.9851
N -0.2453 3.1524 4.2124
C 0.9321 2.8714 5.0237
P -0.1856 3.6044 2.6294
O -1.4859 3.5664 1.9669
O 0.8893 2.4841 2.1148
P 1.4254 1.6744 0.8738
O 0.3334 1.0870 -0.0268
N 2.4126 0.6511 1.6647
C 3.5604 0.0419 0.9953
C 2.0588 -0.0092 2.9245
N 2.3413 2.6782 -0.0203
C 2.4889 2.5845 -1.4657
C 3.4400 3.3804 0.6403
N 0.6263 5.0088 2.3318
C -0.1311 6.1786 1.8880
C 1.8486 5.3448 3.0479
H -1.6785 2.8824 5.7091
H -2.2274 3.8353 4.3232
H -1.1403 4.5608 5.5304
H 0.6718 2.1193 5.7715
H 1.2918 3.7608 5.5494
H 1.7346 2.4693 4.4097
H 3.8203 0.5949 0.0946
H 3.3476 -0.9937 0.7255
H 4.4143 0.0688 1.6745
H 1.1216 0.3726 3.3139
H 2.8476 0.1790 3.6566
H 1.9593 -1.0832 2.7667
H 1.6895 1.9848 -1.8792
H 3.4495 2.1295 -1.7255
H 2.4442 3.5809 -1.9065
H 3.4035 3.2274 1.7162
H 3.3728 4.4495 0.4331
H 4.4011 3.0124 0.2729
H -1.0377 5.8592 1.3859
H 0.4790 6.7535 1.1886
H -0.3945 6.8270 2.7290
H 2.3941 4.4470 3.3312
H 1.6424 5.9276 3.9514
H 2.4933 5.9415 2.4003
S -1.1761 -7.0017 1.3133
C -0.4063 -5.6487 0.7792
S -0.4253 -4.1715 1.6985
C 0.3895 -3.3377 0.4078
N 0.6879 -4.0913 -0.5890
N 0.2845 -5.3935 -0.3697
C 0.6546 -6.3465 -1.3732
C 0.9295 -5.8817 -2.6542
C 1.3063 -6.7675 -3.6479
C 1.4190 -8.1234 -3.3746
C 1.1639 -8.5756 -2.0910
C 0.7851 -7.6982 -1.0846
S 0.7647 -1.6434 0.5721
H 0.8644 -4.8267 -2.8505
H 1.5157 -6.3944 -4.6425
H 1.7137 -8.8162 -4.1509
H 1.2592 -9.6275 -1.8578
H 0.5978 -8.0712 -0.0918
*
```

***

Entry 5:
C39H60AsGe2NO2PtSi3 as an isolated structure. Source: the OMol25 dataset; level of theory: ωB97M-V/def2-TZVPD.

- HOMO level (alpha / beta): -9.649 / -9.717 eV
- ΔE to the lowest compared entry with this formula, charge and spin: 80.4 kcal/mol
- Frontier orbital gap (alpha / beta): 0.2212 / 0.2206 hartree

Structure (ORCA input):
```
! wB97M-V def2-TZVPD RIJCOSX def2/J DEFGRID3
* xyz 1 2
Pt 0.2095 2.7381 -0.4672
C 3.8838 1.9627 -0.4583
As 2.4597 2.9749 -1.2850
C 2.8653 2.8297 -3.1739
C 3.0653 4.7819 -0.9196
H 4.8150 2.1756 -0.9833
H 3.6720 0.8972 -0.4897
H 3.9682 2.2734 0.5807
H 3.8868 3.1696 -3.3429
H 2.1788 3.4491 -3.7503
H 2.7707 1.7950 -3.5001
H 4.0938 4.9023 -1.2638
H 3.0229 4.9598 0.1555
H 2.4247 5.5079 -1.4210
N -1.7006 2.8890 0.0897
C -2.2531 3.3996 1.2888
C -2.7323 2.5965 2.3102
C -3.3003 3.1499 3.4451
C -3.3773 4.5278 3.5836
C -2.8421 5.3423 2.5954
C -2.2893 4.7849 1.4569
H -2.6308 1.5350 2.1939
H -3.6683 2.5044 4.2301
H -3.8376 4.9618 4.4583
H -2.8529 6.4166 2.7153
H -1.8697 5.4119 0.6821
O -0.7529 0.3673 1.1801
C 0.4131 0.6325 1.6470
O 1.2156 1.4235 1.1299
C 0.7741 -0.0592 2.9346
C 0.6409 -1.5762 2.8461
Ge 1.9859 -2.5686 1.7937
C 1.2184 -4.3271 1.4486
C 1.1135 -4.8152 0.1487
C 0.5280 -6.0468 -0.1028
C 0.0431 -6.8101 0.9462
C 0.1455 -6.3409 2.2471
C 0.7251 -5.1070 2.4931
C 3.6456 -2.6781 2.8098
C 4.1789 -3.8953 3.2193
C 5.4158 -3.9522 3.8454
C 6.1333 -2.7894 4.0686
C 5.6140 -1.5679 3.6668
C 4.3814 -1.5157 3.0395
C 2.5563 -1.8354 0.0585
C 3.8375 -2.1646 -0.3871
C 4.3221 -1.6923 -1.5956
C 3.5427 -0.8516 -2.3763
C 2.2691 -0.5129 -1.9501
C 1.7805 -1.0218 -0.7565
H 0.0760 0.3337 3.6807
H 1.7798 0.2412 3.2258
H -0.3575 -1.8340 2.4969
H 0.7465 -1.9999 3.8469
H 1.4989 -4.2304 -0.6773
H 0.4571 -6.4149 -1.1179
H -0.4125 -7.7712 0.7524
H -0.2226 -6.9396 3.0694
H 0.7964 -4.7523 3.5146
H 3.6271 -4.8104 3.0443
H 5.8215 -4.9059 4.1535
H 7.1028 -2.8338 4.5450
H 6.1739 -0.6585 3.8367
H 3.9947 -0.5573 2.7133
H 4.4719 -2.7938 0.2242
H 5.3103 -1.9791 -1.9266
H 3.9279 -0.4679 -3.3121
H 1.6498 0.1535 -2.5405
H 0.7662 -0.7863 -0.4588
C -2.9920 -0.6507 -4.3447
Si -1.5567 -0.3562 -3.1883
C -0.3975 0.8540 -4.0553
C -0.7739 -1.9748 -2.6848
Ge -1.4870 0.8950 -0.6587
Si -3.2145 -0.8034 0.1780
C -2.2381 -2.3711 0.5569
C -4.4119 -1.2144 -1.2130
C -4.2544 -0.2729 1.6439
Si -3.1315 3.1153 -1.5021
C -1.9555 3.9358 -2.7128
C -4.3329 2.0402 -2.4355
C -4.2025 4.3418 -0.6038
H -2.5562 -1.1418 -5.2171
H -3.4813 0.2603 -4.6769
H -3.7516 -1.3069 -3.9381
H 0.4213 0.3133 -4.5328
H 0.0305 1.5830 -3.3697
H -0.9320 1.3967 -4.8340
H -1.3533 -2.8035 -3.0900
H -0.7137 -2.1172 -1.6121
H 0.2430 -2.0244 -3.0708
H -2.4588 -3.1451 -0.1771
H -2.5055 -2.7614 1.5382
H -1.1617 -2.2176 0.5549
H -3.9190 -1.7354 -2.0248
H -4.9328 -0.3623 -1.6252
H -5.1607 -1.8968 -0.8107
H -3.6684 -0.2258 2.5562
H -5.0455 -1.0071 1.8066
H -4.7255 0.6942 1.4820
H -1.8594 3.3612 -3.6312
H -0.9550 4.0654 -2.2893
H -2.3419 4.9208 -2.9726
H -3.8831 1.2646 -3.0372
H -4.8494 2.7429 -3.0889
H -5.0678 1.5823 -1.7826
H -3.6817 5.2722 -0.4040
H -4.5730 3.9627 0.3454
H -5.0671 4.5616 -1.2332
*
```

***

Entry 6:
C34H46Cl2CuINO2Se as an isolated structure. Source: the OMol25 dataset; level of theory: ωB97M-V/def2-TZVPD.

- HOMO level (alpha / beta): -7.283 / -7.321 eV
- ΔE to the lowest compared entry with this formula, charge and spin: 15.3 kcal/mol
- Frontier orbital gap (alpha / beta): 0.2598 / 0.2334 hartree

Structure (ORCA input):
```
! wB97M-V def2-TZVPD RIJCOSX def2/J DEFGRID3
* xyz 0 2
Cu 0.3349 -0.2978 -0.4465
C -3.0870 6.4734 1.6817
C -3.5636 5.1886 1.0036
C -4.6405 4.5501 1.8914
C -4.1808 5.5627 -0.3518
C -2.4249 4.1935 0.7819
C -2.6868 2.9655 0.1906
C -1.6701 2.0530 -0.0235
Se -1.9984 0.5042 -1.1127
C -1.0803 1.2571 -2.6399
C -1.7473 2.2806 -3.2996
C -1.1210 3.0006 -4.2973
C 0.1900 2.6336 -4.6002
C 0.8969 1.6187 -3.9733
C 0.2502 0.8911 -2.9368
O 0.8602 -0.0812 -2.2865
C 2.3529 1.4078 -4.4345
C 2.3695 1.1466 -5.9496
C 3.1491 2.6877 -4.1310
C 3.1079 0.2442 -3.7812
C -1.7828 4.1638 -5.0327
C -3.2126 4.4058 -4.5478
C -0.9726 5.4451 -4.7894
C -1.8268 3.8680 -6.5378
C -0.3402 2.3133 0.3549
O 0.6172 1.4017 0.2335
C -0.0384 3.5992 0.8586
C -1.0940 4.4802 1.0802
C 1.4201 4.0324 1.0583
C 2.1469 3.1569 2.0920
C 1.5181 5.4814 1.5419
C 2.1494 3.9446 -0.2940
H -3.9383 7.1381 1.8404
H -2.3593 7.0081 1.0679
H -2.6349 6.2706 2.6549
H -5.4682 5.2466 2.0467
H -4.2274 4.2840 2.8664
H -5.0452 3.6432 1.4398
H -4.9983 6.2752 -0.2154
H -4.5815 4.6864 -0.8645
H -3.4315 6.0188 -1.0022
H -3.6888 2.7117 -0.1360
H -2.7577 2.5174 -2.9934
H 0.7025 3.1954 -5.3728
H 1.9359 1.9698 -6.5174
H 1.8066 0.2415 -6.1871
H 3.3979 1.0095 -6.2931
H 2.7287 3.5602 -4.6335
H 4.1843 2.5732 -4.4630
H 3.1525 2.8883 -3.0577
H 2.6223 -0.7118 -3.9793
H 3.1959 0.3688 -2.7040
H 4.1132 0.2096 -4.2103
H -3.2385 4.6583 -3.4853
H -3.8456 3.5307 -4.7098
H -3.6492 5.2407 -5.0998
H -0.9323 5.6754 -3.7226
H -1.4311 6.2903 -5.3090
H 0.0526 5.3450 -5.1495
H -2.4055 2.9633 -6.7347
H -0.8259 3.7214 -6.9468
H -2.2912 4.6982 -7.0759
H -0.8626 5.4522 1.4877
H 1.6060 3.1467 3.0429
H 3.1429 3.5640 2.2832
H 2.2644 2.1351 1.7354
H 1.0517 5.6176 2.5206
H 1.0566 6.1764 0.8376
H 2.5708 5.7543 1.6348
H 2.1244 2.9307 -0.6892
H 3.1934 4.2487 -0.1759
H 1.6805 4.6103 -1.0226
Cl 1.7920 -0.8357 2.4007
C 0.4446 0.1175 3.0478
Cl -1.1154 -0.5508 2.5235
H 0.5270 1.1134 2.6322
H 0.4829 0.0959 4.1290
I 3.0329 -4.6799 -3.0961
C 1.6338 -4.0768 -1.6840
C 0.9137 -5.0000 -0.9443
C -0.0052 -4.5342 -0.0197
C -0.1690 -3.1711 0.1347
N 0.5240 -2.2847 -0.5857
C 1.4125 -2.7248 -1.4851
H 1.0652 -6.0613 -1.0886
H -0.5903 -5.2186 0.5776
H -0.8673 -2.7640 0.8510
H 1.9205 -1.9651 -2.0625
*
```

***

Entry 7:
A 2-piece molecular cluster, C4H9NO2 overall. Source: the OMol25 dataset; level of theory: ωB97M-V/def2-TZVPD.

- HOMO level: -7.807 eV
- ΔE to the lowest compared entry with this formula, charge and spin: 86.7 kcal/mol
- Frontier orbital gap: 0.3102 hartree

Structure (ORCA input):
```
! wB97M-V def2-TZVPD RIJCOSX def2/J DEFGRID3
* xyz 0 1
C 1.7673 -0.7110 -1.9607
C -1.0246 0.5227 -0.8154
C -0.8646 -0.9733 1.6696
N 0.0072 0.1342 1.3585
C 0.0343 0.8435 0.2102
O 2.1487 0.4914 -2.1059
O 0.9689 1.6079 -0.0242
H 1.8943 1.1629 -1.4072
H 0.8031 0.2912 1.9725
H -0.8992 -0.5304 -1.1592
H 1.3543 -0.9450 -0.9405
H -0.9007 1.1637 -1.6851
H -2.0085 0.7307 -0.4010
H -1.9080 -0.7013 1.4932
H -0.7475 -1.2267 2.7224
H -0.6251 -1.8607 1.0728
*
```

***

In the order shown, the computed strongest force on any atom values come out to 0.95; 1.70; 1.15; 0.77; 4.55; 0.22; 1.61 eV Å⁻¹.